Entry P
Below is the molecule C17H23N3O3, with properties calculated with ωB97M-V/def2-TZVPD.

Computed properties:
LUMO energy (eV): 0.55
SMILES string: CC(C)C[C@H](NC(=O)[C@@H](N)Cc1c[nH]c2ccccc12)C(=O)O
Frontier orbital gap (hartree): 0.31172
HOMO (eV): -7.931

Each atom is followed by the atoms it is bonded to, with distances in Å.
Geometry (Å):
1 C 4.87 1.80 -1.37  C2 1.517, H24 1.117, H25 1.119, H26 1.097
2 C 3.86 2.04 -0.26  C1 1.517, C3 1.527, C4 1.575, H27 1.124
3 C 3.34 3.47 -0.23  C2 1.527, H28 1.084, H29 1.093, H30 1.090
4 C 2.64 1.04 -0.24  C2 1.575, C5 1.529, H31 1.121, H32 1.072
5 C 3.00 -0.42 -0.48  C4 1.529, N6 1.451, C21 1.524, H33 1.086
6 N 1.78 -1.12 -0.85  C5 1.451, C7 1.370, H34 1.037
7 C 0.66 -1.23 -0.08  N6 1.370, O8 1.269, C9 1.492
8 O 0.61 -1.05 1.18  C7 1.269
9 C -0.60 -1.58 -0.81  C7 1.492, N10 1.486, C11 1.524, H35 1.085
10 N -0.20 -2.57 -1.84  C9 1.486, H36 1.071, H37 1.033
11 C -1.70 -2.03 0.13  C9 1.524, C12 1.491, H38 1.101, H39 1.129
12 C -2.42 -0.83 0.65  C11 1.491, C13 1.373, C20 1.440
13 C -2.13 -0.18 1.82  C12 1.373, N14 1.378, H40 1.095
14 N -2.97 0.91 1.94  C13 1.378, C15 1.388, H41 0.985
15 C -3.82 0.92 0.85  N14 1.388, C16 1.397, C20 1.410
16 C -4.78 1.86 0.47  C15 1.397, C17 1.398, H42 1.106
17 C -5.51 1.74 -0.72  C16 1.398, C18 1.418, H43 1.085
18 C -5.25 0.60 -1.52  C17 1.418, C19 1.374, H44 1.094
19 C -4.37 -0.37 -1.11  C18 1.374, C20 1.406, H45 1.076
20 C -3.55 -0.19 0.03  C12 1.440, C15 1.410, C19 1.406
21 C 3.83 -0.94 0.69  C5 1.524, O22 1.203, O23 1.333
22 O 5.00 -1.14 0.55  C21 1.203
23 O 3.19 -1.10 1.85  C21 1.333, H46 0.986
24 H 5.87 2.30 -1.33  C1 1.117
25 H 4.45 2.05 -2.38  C1 1.119
26 H 5.21 0.76 -1.42  C1 1.097
27 H 4.49 1.85 0.65  C2 1.124
28 H 2.91 3.72 0.73  C3 1.084
29 H 4.19 4.08 -0.54  C3 1.093
30 H 2.58 3.56 -1.01  C3 1.090
31 H 2.15 1.26 0.75  C4 1.121
32 H 2.00 1.29 -1.06  C4 1.072
33 H 3.66 -0.49 -1.35  C5 1.086
34 H 1.67 -1.26 -1.87  N6 1.037
35 H -0.89 -0.68 -1.33  C9 1.085
36 H -1.09 -3.01 -2.23  N10 1.071
37 H 0.25 -3.37 -1.36  N10 1.033
38 H -2.41 -2.62 -0.48  C11 1.101
39 H -1.14 -2.60 0.93  C11 1.129
40 H -1.33 -0.41 2.53  C13 1.095
41 H -2.88 1.55 2.69  N14 0.985
42 H -4.83 2.82 1.02  C16 1.106
43 H -6.26 2.45 -1.04  C17 1.085
44 H -5.70 0.56 -2.51  C18 1.094
45 H -4.14 -1.23 -1.71  C19 1.076
46 H 2.22 -0.90 1.79  O23 0.986

natural (NBO) atomic charge list, values in e, 2 entries: atom 1 (C): -0.6319, atom 2 (C): -0.2185

Entry Q
Below is the molecule C17H23N3O3, with properties calculated with ωB97M-V/def2-TZVPD.

Computed properties:
LUMO energy (eV): 0.67
SMILES string: CC[C@H](C)[C@H](NC(=O)[C@@H](N)Cc1c[nH]c2ccccc12)C(=O)O
Frontier orbital gap (hartree): 0.31426
HOMO (eV): -7.880

Each atom is followed by the atoms it is bonded to, with distances in Å.
Geometry (Å):
1 C -2.09 3.42 2.05  C2 1.516, H24 1.096, H25 1.125, H26 1.108
2 C -1.58 2.10 1.50  C1 1.516, C3 1.523, H27 1.033, H28 1.087
3 C -0.25 1.60 2.05  C2 1.523, C4 1.519, C5 1.556, H29 1.079
4 C 0.88 2.59 1.84  C3 1.519, H30 1.105, H31 1.072, H32 1.098
5 C 0.16 0.20 1.51  C3 1.556, N6 1.452, C21 1.571, H33 1.112
6 N -0.82 -0.83 1.80  C5 1.452, C7 1.426, H34 1.027
7 C -1.28 -1.94 1.03  N6 1.426, O8 1.245, C9 1.513
8 O -1.32 -3.03 1.63  C7 1.245
9 C -2.11 -1.89 -0.24  C7 1.513, N10 1.481, C11 1.502, H35 1.123
10 N -3.38 -1.30 0.24  C9 1.481, H36 0.980, H37 1.038
11 C -1.42 -0.91 -1.15  C9 1.502, C12 1.473, H38 1.077, H39 1.137
12 C -0.07 -1.35 -1.55  C11 1.473, C13 1.412, C20 1.365
13 C 0.57 -2.51 -1.07  C12 1.412, N14 1.277, H40 1.063
14 N 1.80 -2.54 -1.41  C13 1.277, C15 1.348, H41 0.998
15 C 2.02 -1.55 -2.29  N14 1.348, C16 1.405, C20 1.381
16 C 3.13 -1.28 -3.11  C15 1.405, C17 1.380, H42 1.087
17 C 3.08 -0.20 -3.97  C16 1.380, C18 1.408, H43 1.095
18 C 1.96 0.64 -3.86  C17 1.408, C19 1.324, H44 1.080
19 C 0.91 0.39 -3.09  C18 1.324, C20 1.391, H45 1.059
20 C 0.86 -0.81 -2.38  C12 1.365, C15 1.381, C19 1.391
21 C 1.54 -0.34 2.03  C5 1.571, O22 1.174, O23 1.375
22 O 2.36 0.27 2.61  C21 1.174
23 O 1.76 -1.63 1.60  C21 1.375, H46 0.968
24 H -2.18 3.33 3.14  C1 1.096
25 H -1.42 4.29 1.80  C1 1.125
26 H -3.02 3.86 1.63  C1 1.108
27 H -2.26 1.40 1.83  C2 1.033
28 H -1.56 2.05 0.42  C2 1.087
29 H -0.45 1.48 3.11  C3 1.079
30 H 1.34 2.54 0.84  C4 1.105
31 H 1.65 2.60 2.59  C4 1.072
32 H 0.52 3.62 1.93  C4 1.098
33 H 0.25 0.30 0.41  C5 1.112
34 H -0.69 -1.23 2.74  N6 1.027
35 H -2.13 -2.93 -0.67  C9 1.123
36 H -3.71 -1.69 1.08  N10 0.980
37 H -3.30 -0.30 0.48  N10 1.038
38 H -1.56 0.01 -0.61  C11 1.077
39 H -2.08 -0.84 -2.07  C11 1.137
40 H 0.25 -3.19 -0.32  C13 1.063
41 H 2.48 -3.20 -1.07  N14 0.998
42 H 4.07 -1.82 -3.05  C16 1.087
43 H 4.04 0.07 -4.45  C17 1.095
44 H 1.91 1.60 -4.37  C18 1.080
45 H 0.13 1.09 -3.07  C19 1.059
46 H 0.98 -2.13 1.89  O23 0.968

natural (NBO) atomic charge list, values in e, 2 entries: atom 1 (C): -0.6122, atom 2 (C): -0.4022

entry P is the most stable structure; the next one sits 41.2 kcal/mol above it.

Entry P
Below is the molecule C7H13Cl, with properties calculated with ωB97M-V/def2-TZVPD.

Computed properties:
LUMO energy (eV): 0.97
SMILES string: CC(C)=CCCCCl
Frontier orbital gap (hartree): 0.36290
HOMO (eV): -8.905

Each atom is followed by the atoms it is bonded to, with distances in Å.
Geometry (Å):
1 C 1.73 0.06 1.28  C2 1.519, H9 1.097, H10 1.101, H11 1.107
2 C 1.28 -0.44 -0.09  C1 1.519, C3 1.520, C4 1.315
3 C 2.06 -1.63 -0.62  C2 1.520, H12 1.059, H13 1.099, H14 1.108
4 C 0.40 0.13 -0.88  C2 1.315, C5 1.501, H15 1.064
5 C -0.46 1.30 -0.50  C4 1.501, C6 1.558, H16 1.105, H17 1.128
6 C -1.99 1.00 -0.46  C5 1.558, C7 1.534, H18 1.089, H19 1.128
7 C -2.44 0.01 0.63  C6 1.534, Cl8 1.786, H20 1.084, H21 1.108
8 Cl -2.51 -1.67 0.02  C7 1.786
9 H 1.46 -0.71 2.01  C1 1.097
10 H 2.81 0.27 1.33  C1 1.101
11 H 1.25 0.99 1.63  C1 1.107
12 H 1.83 -2.54 -0.13  C3 1.059
13 H 3.15 -1.56 -0.51  C3 1.099
14 H 1.82 -1.73 -1.70  C3 1.108
15 H 0.20 -0.30 -1.83  C4 1.064
16 H -0.29 2.05 -1.29  C5 1.105
17 H -0.13 1.75 0.48  C5 1.128
18 H -2.45 1.96 -0.25  C6 1.089
19 H -2.34 0.72 -1.50  C6 1.128
20 H -1.88 0.14 1.55  C7 1.084
21 H -3.51 0.21 0.83  C7 1.108

natural (NBO) atomic charge list, values in e, 2 entries: atom 1 (C): -0.6522, atom 2 (C): 0.0312

Entry Q
Below is a cluster of 2 separate species, C7H13Cl in total, with properties calculated with ωB97M-V/def2-TZVPD.

Computed properties:
LUMO energy (spin up / spin down) (eV): 0.45 / 0.78
Frontier orbital gap (spin up / spin down) (hartree): 0.29290 / 0.32008
HOMO (spin up / spin down) (eV): -7.523 / -7.927

Each atom is followed by the atoms it is bonded to, with distances in Å.
Geometry (Å):
1 C -0.18 2.25 0.75  C2 1.295, H9 1.042, H10 1.151
2 C -0.07 0.99 0.45  C1 1.295, C7 1.462
3 C -1.14 -1.17 0.00  C7 1.593, H11 1.075, H12 1.037, H13 1.046
4 C -0.31 0.46 -1.96  C7 1.610, H14 1.055, H15 1.083, H16 0.997
5 C 1.40 -0.65 -0.46  C7 1.536, H17 1.056, H18 1.108, H19 1.102
6 C 0.27 0.18 2.91  Cl8 1.700, H20 1.128, H21 1.154
7 C -0.04 -0.13 -0.49  C2 1.462, C3 1.593, C4 1.610, C5 1.536
8 Cl -0.17 1.46 3.93  C6 1.700
9 H 0.05 2.94 0.01  C1 1.042
10 H -0.36 2.43 1.87  C1 1.151
11 H -0.60 -1.74 0.73  C3 1.075
12 H -1.29 -1.94 -0.68  C3 1.037
13 H -1.99 -0.59 0.23  C3 1.046
14 H -0.66 -0.36 -2.53  C4 1.055
15 H 0.62 0.87 -2.34  C4 1.083
16 H -0.90 1.26 -1.84  C4 0.997
17 H 1.58 -0.58 0.57  C5 1.056
18 H 1.41 -1.61 -1.02  C5 1.108
19 H 2.14 0.04 -0.90  C5 1.102
20 H -0.57 -0.56 2.82  C6 1.128
21 H 1.33 -0.26 2.89  C6 1.154

natural (NBO) atomic charge list, values in e, 2 entries: atom 1 (C): -0.5526, atom 2 (C): 0.2104

entry P is the most stable structure; the next one sits 118.8 kcal/mol above it.